(1)
Computed, not measured: a structure of composition C2H2Br2S2 in a non-equilibrium geometry, with wB97M-V/def2-TZVPD.

Last column: Löwdin charge in e.
Cartesian coordinates (Å):
C -0.591 -0.797 0.184  -0.961
Br -0.457 2.142 -0.757  0.683
C -0.078 1.087 0.725  -1.098
Br 0.564 -2.301 0.570  0.604
H 0.997 1.021 0.823  0.014
S -1.161 1.202 2.194  0.420
H -0.903 -0.672 -0.776  -0.046
S -1.895 -0.611 1.547  0.384

Summary:
Orbital gap: 7.971 eV
LUMO level: -0.51 eV
Strongest force on any atom: 6.8 eV/Å
Calculated total energy: -163859.270 eV
ΔE to the lowest compared entry with this formula, charge and spin: 46.4 kcal per mole

(2)
Computed, not measured: a structure of composition C2H2Br3ClS in a non-equilibrium geometry, with wB97M-V/def2-TZVPD.

Last column: Mulliken spin population.
Cartesian coordinates (Å):
C 0.680 -0.257 -0.181  0.753
Cl 3.945 0.441 -1.059  0.147
Br 1.463 1.540 1.827  0.053
H -0.813 0.570 1.319  0.059
Br -0.472 2.136 -0.589  0.038
C 0.139 0.814 0.640  -0.017
Br 1.943 -1.506 0.416  0.075
H 0.440 -0.323 -1.218  0.004
S 2.412 0.966 -2.176  0.888

Summary:
Orbital gap (spin up / spin down): 8.034 / 6.676 eV
LUMO level (spin up / spin down): 0.00 / -2.61 eV
Strongest force on any atom: 2.6 eV/Å
Calculated total energy: -235587.965 eV
Multiplicity: 3
⟨S²⟩: 2.009
ΔE to the lowest compared entry with this formula, charge and spin: 0.0 kcal per mole

(3)
Computed, not measured: a structure of composition C2H2Br3FO in a non-equilibrium geometry, with wB97M-V/def2-TZVPD.

Last column: Löwdin charge in e.
Cartesian coordinates (Å):
C -0.674 -0.860 -0.183  -1.649
F -0.466 1.685 -0.024  0.003
Br -2.328 -0.904 0.760  0.643
H 0.278 0.553 1.431  0.139
Br -0.964 -0.557 -2.082  0.630
O 1.467 0.552 -0.273  -0.001
H 2.011 1.324 -0.056  0.132
C 0.276 0.615 0.332  -0.545
Br 0.401 -2.409 0.095  0.648

Summary:
Orbital gap: 10.332 eV
LUMO level: 0.18 eV
Strongest force on any atom: 3.9 eV/Å
Calculated total energy: -216997.777 eV
ΔE to the lowest compared entry with this formula, charge and spin: 0.0 kcal per mole

(4)
Computed, not measured: a structure of composition C2H2Br3I in a non-equilibrium geometry, with wB97M-V/def2-TZVPD.

Last column: Löwdin charge in e.
Cartesian coordinates (Å):
C 0.179 1.038 -0.396  -1.267
C 0.152 0.296 0.989  -1.178
Br 1.870 -0.476 1.683  0.566
H -0.509 -0.493 0.952  -0.012
H 0.477 0.437 -1.338  0.036
Br 1.443 2.514 -0.354  0.557
I -1.778 1.708 -1.141  0.727
Br -0.424 1.634 2.292  0.569

Summary:
Orbital gap: 9.331 eV
LUMO level: -0.57 eV
Strongest force on any atom: 3.1 eV/Å
Calculated total energy: -220333.753 eV
ΔE to the lowest compared entry with this formula, charge and spin: 0.0 kcal per mole

(5)
Computed, not measured: the molecule C2H2BrClN2S in a non-equilibrium geometry, with wB97M-V/def2-TZVPD.

Last column: Löwdin charge in e.
Cartesian coordinates (Å):
H -1.827 -0.559 0.614  0.198
N -0.582 0.815 -0.635  0.011
C -0.795 -0.473 -0.105  -0.455
Br 1.480 -2.285 -0.541  0.254
S 1.030 0.058 1.688  0.724
Cl 0.922 3.053 -0.687  0.787
H -0.786 -1.233 -0.844  0.032
C 0.345 1.595 -0.290  -0.742
N 0.213 -0.970 0.800  -0.809

Summary:
Orbital gap (spin up / spin down): 7.235 / 7.236 eV
LUMO level (spin up / spin down): -1.41 / -1.40 eV
Strongest force on any atom: 5.4 eV/Å
Calculated total energy: -98482.399 eV
ΔE to the lowest compared entry with this formula, charge and spin: 35.2 kcal per mole

(6)
Computed, not measured: a structure of composition C2H2BrClO2S in a non-equilibrium geometry, with wB97M-V/def2-TZVPD.

Last column: Löwdin charge in e.
Cartesian coordinates (Å):
O 0.625 -1.557 -1.317  -0.339
Br 0.886 1.923 1.013  0.796
Cl 0.941 -1.656 1.476  0.372
S 1.158 -0.693 -0.318  0.175
O 2.508 -0.250 -0.407  -0.366
C 0.140 0.720 -0.111  -0.812
C -1.809 0.467 0.027  0.162
H -2.123 -0.326 -0.624  0.008
H -2.324 1.372 0.260  0.003

Summary:
Orbital gap (spin up / spin down): 8.567 / 8.275 eV
LUMO level (spin up / spin down): -1.22 / -2.12 eV
Strongest force on any atom: 6.0 eV/Å
Calculated total energy: -99595.757 eV
ΔE to the lowest compared entry with this formula, charge and spin: 85.3 kcal per mole

(7)
Computed, not measured: the molecule C2H2BrF in a non-equilibrium geometry, with wB97M-V/def2-TZVPD.

Last column: Löwdin charge in e.
Cartesian coordinates (Å):
Br -1.505 0.955 1.469  0.629
C 0.687 -0.379 -0.023  0.017
H 1.304 -0.548 0.766  0.026
H 1.093 -0.835 -0.846  0.035
F -1.063 0.557 -1.249  0.036
C -0.516 0.251 -0.116  -0.743

Summary:
Orbital gap: 10.433 eV
LUMO level: 0.66 eV
Strongest force on any atom: 4.4 eV/Å
Calculated total energy: -74864.885 eV
SMILES: C=C(F)Br
ΔE to the lowest compared entry with this formula, charge and spin: 6.2 kcal per mole

(8)
Computed, not measured: a cluster of 2 separate species, C2H2BrN3 in total in a non-equilibrium geometry, with wB97M-V/def2-TZVPD.

Last column: Löwdin charge in e.
Cartesian coordinates (Å):
C -3.176 -0.831 0.403  -0.352
H 0.829 -1.019 -1.654  0.121
N -4.176 -0.882 0.971  0.144
Br 1.260 1.934 1.541  0.405
H 1.667 1.207 0.526  -0.417
C -0.916 -0.677 -0.526  -0.229
N -2.022 -0.910 -0.100  0.160
N 0.250 -0.750 -0.825  0.168

Summary:
Orbital gap: 10.576 eV
LUMO level: 0.24 eV
Strongest force on any atom: 3.6 eV/Å
Calculated total energy: -76617.014 eV
SMILES: N#CN=C=N.Br
ΔE to the lowest compared entry with this formula, charge and spin: 34.6 kcal per mole

Question: Which value of ΔE to the lowest compared entry with this formula, charge and spin does entry 6 give?
Answer: 85.3 kcal per mole

Question: strongest force on any atom of number 4 (C2H2Br3I)?
Answer: 3.1 eV/Å

Question: What is the formula in the first record?
Answer: C2H2Br2S2